A single C6H11FO molecule in a non-equilibrium geometry, computed with ωB97M-V with the def2-TZVPD basis set.

The structure (SMILES) is C[C@@](O)(CF)C1CC1. The energy relative to the best compared isomer or geometry (same formula, charge and spin) comes out at 1.1660 eV. The calculation puts the total energy at -410.2721 Ha.

Last column: Mulliken charge in e.
Element x y z (Å)
F 0.854 1.939 -0.025  -0.298
O 0.458 -0.588 1.435  -0.622
C 1.450 0.730 -0.256  -0.749
C -0.843 -0.099 -0.568  -0.313
C 1.229 -1.672 -0.576  -1.484
C -1.818 0.796 0.118  -0.498
C 0.522 -0.437 0.035  1.145
C -2.167 -0.619 -0.206  -0.609
H 1.165 -1.660 -1.669  0.338
H 2.315 0.641 0.433  0.367
H -0.716 0.201 -1.629  0.434
H 1.751 0.836 -1.325  0.313
H -2.301 1.630 -0.368  0.252
H 2.334 -1.636 -0.300  0.326
H -2.356 -1.239 0.684  0.205
H -2.815 -0.874 -1.029  0.256
H -0.149 -1.322 1.617  0.378
H -1.703 1.090 1.157  0.197
H 0.879 -2.614 -0.107  0.360



A molecular structure, C13H30AsF6N3O4PdS3Si2, computed with ωB97M-V with the def2-TZVPD basis set.

Its net charge is -2. The energy relative to the best compared isomer or geometry (same formula, charge and spin) comes out at 0.4996 eV. The calculation puts the total energy at -5715.0838 Ha.

Last column: Mulliken charge in e.
Element x y z (Å)
Pd 0.685 0.072 0.344  -0.426
As 3.097 -0.393 0.823  -0.448
S -2.061 -1.797 -1.169  -0.378
S -0.356 0.744 2.672  1.125
S 0.197 2.496 0.554  1.271
Si 4.421 0.819 -0.640  0.785
Si 2.368 -2.057 -0.615  0.763
F 0.122 4.967 1.660  -0.241
F -1.836 4.119 1.288  -0.210
F -2.194 2.371 3.793  -0.231
F -0.645 4.857 -0.358  -0.247
F -1.848 0.515 4.846  -0.247
F -0.403 2.118 4.978  -0.242
O -0.834 1.983 -0.354  -0.883
O 1.463 2.942 0.040  -0.665
O -1.453 0.095 1.984  -0.426
O 0.618 -0.041 3.368  -0.578
N 0.086 2.132 2.089  -0.401
N -4.527 -1.365 -0.249  -0.070
N -3.247 0.500 -0.663  0.141
C -5.374 -3.264 -1.593  -1.030
C 4.671 2.567 0.054  -0.948
C 1.232 -3.225 0.359  -0.908
C -4.321 1.466 1.381  -0.469
C -0.574 4.188 0.815  0.325
C 3.802 -3.218 -1.163  -1.251
C 1.536 -1.729 -2.297  -0.964
C -4.832 -2.778 -0.254  -0.812
C 6.183 0.085 -0.732  -1.184
C -3.339 -0.841 -0.660  0.376
C 3.905 1.045 -2.452  -1.153
C -4.243 1.414 -0.140  -1.002
C -1.238 1.489 4.137  0.375
H 0.649 -1.099 -2.224  0.217
H 6.874 0.753 -1.260  0.301
H 1.770 -3.596 1.236  0.282
H 5.342 3.144 -0.594  0.290
H -3.914 -3.312 -0.011  0.386
H 3.431 -4.101 -1.699  0.378
H 2.230 -1.264 -2.999  0.259
H -5.619 -4.328 -1.547  0.361
H -4.545 0.488 1.811  0.334
H 6.175 -0.879 -1.245  0.245
H -5.246 -0.732 0.050  0.195
H 3.881 0.091 -2.981  0.237
H 2.916 1.501 -2.513  0.243
H -6.276 -2.715 -1.873  0.298
H -5.553 -2.964 0.546  0.399
H 4.493 -2.688 -1.825  0.215
H 5.119 2.521 1.051  0.273
H 6.567 -0.082 0.277  0.296
H 4.369 -3.551 -0.288  0.262
H -5.220 1.176 -0.581  0.343
H -5.090 2.177 1.696  0.437
H 4.627 1.695 -2.961  0.398
H 0.950 -4.081 -0.264  0.284
H -3.365 1.780 1.786  -0.185
H 1.236 -2.699 -2.716  0.307
H 0.320 -2.733 0.704  0.154
H -4.617 -3.113 -2.362  0.269
H -3.982 2.402 -0.521  0.426
H -2.292 0.851 -0.672  0.166
H 3.713 3.081 0.132  0.179



2 unconnected molecules or ions with the total composition C18H23ClF12N3O6P2 in a non-equilibrium geometry, computed with ωB97M-V with the def2-TZVPD basis set.

Its net charge is +1. The calculation puts the total energy at -3656.0955 Ha.

Last column: Mulliken charge in e.
Element x y z (Å)
Cl 3.194 -4.734 1.107  -0.228
P 2.780 -3.216 -0.370  0.185
P 0.223 -0.791 4.871  0.801
F -3.249 -4.006 -0.822  -0.203
F -3.497 -2.994 1.327  -0.226
F 3.794 -0.226 -1.169  -0.253
F 2.010 2.335 -0.838  -0.135
F 1.646 2.621 -4.250  -0.233
F 0.125 0.103 -0.646  -0.354
F 2.641 -0.694 -3.117  -0.297
F -3.538 -5.393 1.103  -0.224
F 0.131 2.864 -2.426  -0.243
F 0.191 0.812 -3.631  -0.213
F 0.589 -1.635 -2.111  -0.343
F 3.503 1.940 -2.635  -0.309
O 1.544 0.036 5.284  -0.616
O 2.134 -1.673 2.921  -0.441
O 2.060 -4.135 -1.653  -0.463
O -0.041 -1.901 6.233  -0.500
O -1.111 0.288 4.588  -0.507
O -1.416 -4.272 0.846  -0.337
N 0.417 -2.562 0.970  0.416
N 1.239 1.229 1.854  0.056
N 3.897 -1.585 1.422  -0.538
C -5.330 4.324 -4.567  -0.427
C 1.621 2.664 2.280  -0.849
C -2.860 -4.140 0.599  0.794
C 2.495 0.432 1.716  -1.578
C 2.430 -0.122 -1.724  0.523
C 1.577 -1.846 0.330  0.140
C 2.194 1.480 -2.028  0.314
C -2.920 3.881 -3.234  -0.088
C -0.292 -1.714 2.052  -0.891
C 2.403 -1.178 1.567  0.867
C -5.063 4.987 -3.370  -0.317
C 1.229 -0.891 -0.948  0.545
C 1.051 1.873 -3.102  0.647
C 0.754 -1.809 3.308  -0.057
C -3.185 3.221 -4.433  -0.348
C -3.860 4.763 -2.701  -0.592
C -4.392 3.438 -5.097  -0.406
C -0.661 -3.173 0.153  -0.676
H -1.466 -2.325 -0.085  0.472
H 3.199 0.993 0.956  0.586
H 0.639 -2.938 3.692  0.476
H 2.575 2.983 1.677  0.310
H 0.602 0.923 2.615  0.045
H -4.601 2.918 -6.028  0.359
H 4.506 -0.739 1.469  0.322
H -0.580 -0.648 1.693  0.394
H -1.578 0.115 3.719  0.386
H -1.011 -1.845 6.476  0.350
H 2.672 -4.918 -1.868  0.356
H -3.655 5.276 -1.765  0.350
H 0.679 3.321 1.954  0.325
H 3.061 0.595 2.762  0.491
H -1.300 -2.220 2.426  0.413
H -1.981 3.709 -2.714  0.406
H -0.366 -3.638 -0.877  0.316
H 1.707 2.787 3.441  0.302
H 0.798 -3.381 1.537  0.584
H 4.159 -2.279 2.151  0.290
H -6.268 4.497 -5.087  0.352
H -2.451 2.535 -4.850  0.361
H -5.794 5.679 -2.958  0.358



9 unconnected molecules or ions with the total composition C27H44O27 in a non-equilibrium geometry, computed with ωB97M-V with the def2-TZVPD basis set.

The structure (SMILES) is COC(=O)OC.COC(=O)OC.COC(=O)OC.COC(=O)OC.O=C1OCCO1.O=C1OCCO1.O=C1OCCO1.O=C1OCCO1.O=C1OCCO1. The energy relative to the best compared isomer or geometry (same formula, charge and spin) comes out at 2.2977 eV. The calculation puts the total energy at -3086.6456 Ha.

Last column: Mulliken charge in e.
Element x y z (Å)
O 2.784 -2.151 3.265  -0.645
O -0.413 0.818 0.307  -0.107
O 1.214 1.782 1.529  -0.614
O -3.784 1.115 4.404  -0.629
O -1.597 5.232 0.068  -0.379
O -0.573 7.228 0.664  -0.608
O 1.769 -3.795 1.996  -0.377
O -2.477 -4.090 -2.064  -0.396
O -0.544 5.447 2.028  -0.378
O -0.754 -5.322 -1.941  -0.406
O -4.176 2.932 3.091  -0.298
O 4.221 3.541 4.741  -0.282
O 7.376 1.495 0.762  -0.600
O 1.612 0.845 -0.489  -0.339
O -2.720 -3.607 -5.162  -0.093
O -2.097 1.055 -5.929  -0.410
O -0.797 -2.643 -4.815  -0.080
O -0.461 -3.054 -1.673  -0.321
O 5.285 5.265 3.819  -0.583
O -0.773 -4.409 -6.176  -0.642
O 6.090 4.258 5.668  -0.342
O 0.798 -1.914 2.195  -0.256
O -3.485 1.221 2.190  -0.276
O -0.460 1.204 -4.440  -0.519
O -2.412 0.112 -3.997  -0.119
O 5.732 1.136 2.381  -0.317
O 5.631 -0.114 0.571  -0.376
C -3.581 -4.567 -5.809  -0.904
C 5.184 4.407 4.673  0.826
C 0.832 0.637 -1.613  -0.027
C -1.166 -4.045 -1.886  0.860
C 0.813 1.198 0.496  0.505
C -3.889 1.681 3.302  0.795
C -1.543 0.816 -4.742  0.641
C -0.882 6.045 0.893  0.573
C -1.398 -3.644 -5.420  0.665
C 0.595 -2.510 -4.833  -0.523
C 0.638 -5.633 -2.152  -0.822
C 1.837 -2.577 2.556  0.662
C 0.662 -3.986 1.141  0.091
C 6.190 3.182 6.570  -0.563
C 4.669 -0.682 1.486  0.241
C -4.252 3.877 4.153  -0.811
C -3.355 0.449 -6.036  -0.421
C 4.591 0.343 2.570  0.473
C 3.035 3.699 4.014  -0.608
C -0.500 0.261 -1.012  1.095
C -2.959 -0.063 1.991  -0.644
C 6.331 0.898 1.174  0.573
C -1.240 4.233 2.153  0.259
C -3.296 -2.995 -1.833  -0.458
C -1.995 4.088 0.829  0.532
C -3.583 -0.264 -4.716  0.208
C -0.081 -2.697 1.479  0.604
H -4.629 -4.278 -5.882  0.299
H 3.022 3.051 3.138  0.083
H -1.932 -0.096 2.354  0.245
H 7.140 2.923 7.038  0.315
H -3.075 4.124 0.975  0.231
H 0.726 1.565 -2.175  0.363
H -3.551 -0.789 2.548  0.478
H 4.532 -0.139 3.546  0.324
H 5.377 3.217 7.295  0.287
H -2.740 -2.064 -1.942  0.016
H -3.688 -3.112 -0.823  0.339
H 0.767 -5.769 -3.225  0.338
H -3.601 -5.460 -5.184  0.316
H 0.774 -2.274 -5.882  0.379
H -2.852 -0.435 0.972  0.194
H 0.826 -1.598 -4.282  -0.059
H -4.458 0.007 -4.126  0.315
H -1.910 4.245 3.013  0.004
H 0.946 -4.054 0.091  -0.038
H 4.939 -1.674 1.850  0.276
H -3.470 -0.230 -6.880  0.316
H 1.266 -4.744 -2.093  0.290
H -3.462 3.757 4.894  0.382
H -1.664 3.126 0.438  -0.245
H -4.173 4.880 3.734  0.287
H 1.090 -6.358 -1.475  0.356
H -3.579 -1.345 -4.860  -0.277
H -0.469 3.478 2.305  0.024
H 1.203 -0.145 -2.274  0.004
H -4.127 -2.986 -2.538  0.275
H -0.498 -2.187 0.611  -0.609
H -1.276 0.678 -1.654  0.014
H -0.890 -2.906 2.179  0.262
H 2.900 4.751 3.761  0.431
H -0.619 -0.819 -0.919  -1.032
H -5.210 3.839 4.671  0.298
H 6.044 2.207 6.105  0.167
H 1.122 -3.407 -4.507  0.294
H -4.011 1.317 -6.104  0.299
H 3.711 0.983 2.503  -0.421
H 0.183 -4.922 1.429  0.267
H 3.676 -0.649 1.038  -0.120
H 2.212 3.476 4.692  0.248
H -3.216 -4.923 -6.773  0.359



11 unconnected molecules or ions with the total composition C15H27Cl16N3O4 in a non-equilibrium geometry, computed with ωB97M-V with the def2-TZVPD basis set.

The structure (SMILES) is C[N+](=O)[O-].C[N+](=O)[O-].c1ccncc1.ClCCl.ClCCl.ClCCl.ClCCl.ClCCl.ClCCl.ClCCl.ClCCl. The calculation puts the total energy at -8415.8098 Ha.

Last column: Mulliken charge in e.
Element x y z (Å)
Cl 23.809 -15.578 3.580  -0.132
Cl 22.527 -13.898 5.725  -0.036
Cl 16.889 -8.306 8.162  -0.166
Cl 21.892 -16.575 8.343  -0.123
Cl 16.707 -19.622 4.739  -0.166
Cl 14.157 -15.326 6.731  -0.087
Cl 20.227 -15.216 10.454  -0.115
Cl 15.334 -12.076 4.672  -0.186
Cl 12.663 -13.745 8.720  -0.163
Cl 15.270 -17.269 3.562  -0.146
Cl 18.942 -10.230 6.158  0.020
Cl 21.652 -17.861 3.077  -0.183
Cl 15.149 -10.599 8.618  -0.116
Cl 17.870 -12.924 3.377  -0.155
Cl 18.205 -7.705 4.967  -0.153
Cl 18.897 -16.800 3.705  -0.056
O 20.190 -12.059 9.087  -0.364
O 17.200 -14.941 7.121  -0.524
O 21.737 -10.990 10.263  -0.524
O 17.518 -12.846 7.607  -0.157
N 13.992 -15.678 11.951  -0.584
N 21.193 -11.329 9.223  0.804
N 17.874 -13.924 7.199  0.902
C 16.243 -14.820 10.441  0.445
C 18.121 -9.432 4.842  -0.347
C 19.332 -14.009 6.859  -0.140
C 16.275 -13.458 3.971  0.167
C 14.917 -16.526 11.431  -0.186
C 21.868 -10.795 7.992  -0.626
C 16.068 -16.194 10.766  -0.676
C 21.092 -16.737 9.977  -0.355
C 15.356 -13.899 10.987  -0.424
C 13.808 -13.684 7.319  0.262
C 16.705 -9.863 8.983  0.290
C 20.627 -16.502 3.700  -0.099
C 15.958 -17.972 5.118  0.075
C 14.237 -14.363 11.705  -0.366
C 23.891 -14.019 4.559  -0.492
H 20.904 -16.214 4.714  -0.026
H 17.576 -10.407 8.616  -0.406
H 13.532 -13.609 12.023  0.418
H 15.134 -18.151 5.810  0.360
H 13.278 -13.213 6.490  0.363
H 20.809 -15.666 3.024  0.338
H 19.939 -14.470 7.638  0.038
H 14.719 -13.167 7.620  -0.399
H 21.833 -16.791 10.774  0.337
H 16.296 -14.275 4.692  -0.266
H 21.654 -11.508 7.197  0.137
H 17.043 -14.562 9.763  0.257
H 22.927 -10.797 8.248  0.306
H 18.576 -9.789 3.918  0.328
H 15.630 -13.755 3.144  0.430
H 16.703 -16.958 10.342  0.385
H 21.446 -9.820 7.746  0.284
H 19.760 -13.066 6.519  -0.020
H 17.083 -9.762 4.892  0.104
H 19.414 -14.644 5.977  0.011
H 15.468 -12.846 10.775  0.324
H 14.569 -17.527 11.639  0.388
H 16.828 -9.704 10.054  0.382
H 24.817 -13.910 5.124  0.341
H 23.899 -13.197 3.843  0.322
H 16.737 -17.305 5.486  -0.137
H 20.359 -17.543 9.983  0.280



| no. | Kohn-Sham gap (eV) |
| --- | --- |
| 1 | 11.2 |
| 2 | 5.0 |
| 3 | 6.5 |
| 4 | 9.7 |
| 5 | 9.1 |